No. 1
Here is 3 unconnected molecules or ions with the total composition C4H11NO2 in a non-equilibrium geometry from OMol25. Energies are from wB97M-V/def2-TZVPD.

Results
Net charge: -1
Relative energy (zero: lowest compared OMol25 entry of this formula, charge and spin) in kcal per mole: 52.7
2S+1: 2
Gap between HOMO and LUMO (spin up / spin down) in eV: 3.38 / 6.19

Cartesian coordinates (Å):
C -1.57722 -2.41556 -1.12051
C -0.74770 -1.19135 -0.77281
C -0.61294 -0.78691 0.52447
C 0.94047 0.09323 -1.70769
N -0.22673 -0.56004 -1.84734
H -2.35464 -2.08974 -1.81724
H -0.97721 -3.13747 -1.65959
H -2.14556 -2.67380 -0.23054
H -0.08776 0.15401 0.59862
H -1.08096 -1.08535 1.43474
H 1.42457 0.46345 -2.61308
H 1.53598 0.10694 -0.78650
H -1.99948 1.35696 2.65975
H -1.32946 2.67022 2.25586
O -1.56279 1.79717 1.92682
H 3.00366 2.16142 0.58606
H 4.13932 2.35454 1.63829
O 3.65844 2.78228 0.93071


No. 2
Here is 2 unconnected molecules or ions with the total composition C4H11NO2 in a non-equilibrium geometry from OMol25. Energies are from wB97M-V/def2-TZVPD.

Results
Relative energy (zero: lowest compared OMol25 entry of this formula, charge and spin) in kcal per mole: 25.9
Structure (SMILES): CC[C@H](N)C=O.O
Gap between HOMO and LUMO in eV: 10.17

Cartesian coordinates (Å):
C 0.91488 -1.76101 0.60160
C 0.98700 -0.27083 0.34012
C -0.07995 0.13653 -0.71037
N 0.00440 -0.55408 -1.98158
C -0.06320 1.65712 -0.75930
O -0.89030 2.32927 -0.18783
H -0.05787 -2.10061 0.95844
H 1.12960 -2.30247 -0.32084
H 1.64546 -2.10632 1.33756
H 0.69188 0.29404 1.22358
H 1.99211 -0.00758 0.00999
H -1.03517 -0.13733 -0.27572
H 0.93939 -0.65862 -2.33510
H -0.59909 -0.16417 -2.69130
H 0.72852 2.21361 -1.30451
O -1.94411 0.80065 1.97268
H -2.68753 0.99058 2.55252
H -1.67602 1.64119 1.57006


No. 3
Here is 2 unconnected molecules or ions with the total composition C4H11NO2 from OMol25. Energies are from wB97M-V/def2-TZVPD.

Results
Relative energy (zero: lowest compared OMol25 entry of this formula, charge and spin) in kcal per mole: 10.1
Structure (SMILES): CC(N)=O.CCO
Gap between HOMO and LUMO in eV: 10.42

Cartesian coordinates (Å):
C 1.66545 -1.49939 2.09899
C 1.36864 -0.54974 0.96752
N 1.68945 -1.00385 -0.26803
O 0.82836 0.52455 1.15409
H 2.72979 -1.75397 2.15476
H 1.11680 -2.43603 1.97363
H 1.36904 -1.01995 3.02796
H 1.43053 -0.45459 -1.07424
H 2.36729 -1.73550 -0.40466
C -2.05674 1.79713 -0.62874
C -1.56550 0.44358 -1.14103
O -0.32150 0.53038 -1.82688
H -2.72322 1.61181 0.21861
H -2.61887 2.35293 -1.37709
H -1.19650 2.32029 -0.22137
H -1.37697 -0.21599 -0.30682
H -2.30948 -0.04632 -1.77629
H -0.39658 1.13466 -2.57041


No. 4
Here is 2 unconnected molecules or ions with the total composition C4H11NO2 in a non-equilibrium geometry from OMol25. Energies are from wB97M-V/def2-TZVPD.

Results
Relative energy (zero: lowest compared OMol25 entry of this formula, charge and spin) in kcal per mole: 14.5
Structure (SMILES): CC(N)=O.CCO
Gap between HOMO and LUMO in eV: 10.64

Cartesian coordinates (Å):
C 0.29592 1.76164 -2.11047
C 0.49324 1.67036 -0.62334
N 1.57519 0.92427 -0.23963
O -0.21733 2.17165 0.22627
H -0.56785 2.36938 -2.33486
H 0.03605 0.78233 -2.49086
H 1.17790 2.17501 -2.60404
H 1.65928 0.81120 0.75966
H 2.20083 0.38490 -0.81115
C -0.95254 -1.43197 0.16004
C -0.92223 -1.49180 1.66491
O 0.44813 -1.36851 2.07785
H -1.34132 -0.50460 -0.27000
H -1.56463 -2.18808 -0.34057
H 0.04044 -1.57128 -0.25299
H -1.49483 -0.67259 2.11020
H -1.33977 -2.42411 2.03062
H 0.47352 -1.39781 3.04835


No. 5
Here is 2 unconnected molecules or ions with the total composition C4H11NO2 in a non-equilibrium geometry from OMol25. Energies are from wB97M-V/def2-TZVPD.

Results
Relative energy (zero: lowest compared OMol25 entry of this formula, charge and spin) in kcal per mole: 43.4
Structure (SMILES): CC(C)NC=O.O
Gap between HOMO and LUMO in eV: 10.38

Cartesian coordinates (Å):
C -1.05693 0.68555 -0.34795
C 0.37300 0.69458 0.34862
C 1.00001 -0.44570 1.05596
N 1.46148 1.00925 -0.57747
C 1.71874 0.09737 -1.60774
O 1.40556 -1.06081 -1.85270
H -0.96500 0.06759 -1.21194
H -1.89113 0.36583 0.29203
H -1.23903 1.64670 -0.74498
H 0.25821 1.43567 1.09381
H 1.99687 -0.40420 1.42589
H 1.10173 -1.13965 0.31732
H 0.38648 -0.87281 1.87704
H 1.91841 1.89827 -0.62679
H 2.18059 0.68579 -2.46551
O -2.77592 -1.87211 1.18220
H -3.39299 -1.21818 1.51499
H -2.48009 -1.57315 0.32723


No. 6
Here is C4H11NO2 in the gas phase in a non-equilibrium geometry from OMol25. Energies are from wB97M-V/def2-TZVPD.

Results
Relative energy (zero: lowest compared OMol25 entry of this formula, charge and spin) in kcal per mole: 41.6
Structure (SMILES): C[C@@H](O)CNCO
Gap between HOMO and LUMO in eV: 10.49

Cartesian coordinates (Å):
C 1.98966 -1.51601 0.35518
C 1.35389 -0.17133 0.31649
O 2.02842 0.81971 -0.52909
C -0.11485 -0.22644 0.02011
N -0.86709 1.02954 -0.14466
C -2.29360 0.89569 0.10841
O -2.87927 0.45921 -1.12460
H 1.60975 -2.05305 1.24521
H 3.06073 -1.30677 0.49799
H 1.74055 -2.12769 -0.50977
H 1.44032 0.29503 1.31020
H 1.55467 0.59736 -1.34442
H -0.57966 -0.93038 0.73491
H -0.15646 -0.66292 -0.97232
H -0.51560 1.84536 0.34439
H -2.53722 0.29844 0.98950
H -2.62432 1.90770 0.40829
H -2.20993 0.84655 -1.70582


- Which of these has the highest relative energy (zero: lowest compared OMol25 entry of this formula, charge and spin)?
  number 1


- Which formula does entry 6 have?
  C4H11NO2